No. 1
C23H40Cl3N4O3ScSi | wB97M-V/def2-TZVPD

As for the net charge: 0. The value obtained for the energy above the lowest of the compared OMol25 structures with the same formula, charge and spin is 127.7 kcal/mol. For the total energy, the calculation gives -102752.2141 eV. The calculation puts the LUMO energy at 0.20 eV. As for the gap between HOMO and LUMO: 4.330 eV.

Cartesian coordinates (Å):
Sc 1.701 0.561 1.416
Cl 1.346 -0.268 3.632
Cl 0.168 -0.707 0.233
Cl 3.311 -0.813 0.182
Si -0.277 -2.857 1.223
O -2.060 -1.442 -1.192
O -0.297 1.639 1.634
O 3.614 1.258 2.398
N 2.033 2.306 -0.067
N 5.226 0.236 3.659
N -2.559 1.501 1.221
N 2.662 3.269 -1.945
C -1.574 2.714 -2.700
C -0.451 2.945 -3.494
C 4.674 0.588 2.496
C -2.804 0.427 2.176
C -2.764 -1.594 -2.650
C 4.943 0.981 4.893
C 0.157 0.612 -3.290
C -1.149 -2.638 2.858
C -5.050 -1.033 -3.629
C 1.497 -3.293 1.689
C -1.325 1.957 0.973
C 6.086 -0.935 3.771
C -1.072 -4.012 0.035
C -1.009 0.351 -2.548
C -1.855 1.427 -2.226
C -1.361 -1.072 -2.311
C 1.899 4.208 -1.270
C -2.802 -3.061 -3.030
C -3.749 1.985 0.513
C 0.415 1.889 -3.787
C 1.522 3.605 -0.089
C 2.723 2.140 -1.194
C -3.708 -0.687 -3.123
H -3.800 0.590 2.601
H -3.546 -3.259 -3.809
H 1.510 -4.230 2.264
H -4.095 1.248 -0.224
H -2.159 -3.921 0.107
H -2.787 1.223 -1.685
H 4.615 0.268 5.658
H -0.455 -2.266 3.623
H -2.262 3.529 -2.467
H -3.034 -3.695 -2.168
H 1.673 5.186 -1.653
H 3.280 1.255 -1.481
H 5.225 0.242 1.604
H -1.821 -3.368 -3.432
H 5.861 1.464 5.261
H -0.739 -3.830 -0.990
H 1.283 2.032 -4.425
H -3.367 0.298 -3.432
H -3.514 2.924 0.003
H -4.555 2.140 1.238
H 0.948 4.012 0.720
H 4.159 1.720 4.683
H 1.956 -2.529 2.340
H -0.781 -5.027 0.326
H 7.147 -0.662 3.887
H -1.265 2.667 0.125
H 3.079 3.376 -2.865
H -0.568 -1.784 -2.546
H -1.494 -3.635 3.166
H -2.801 -0.544 1.662
H 0.828 -0.231 -3.479
H -0.250 3.935 -3.887
H -5.032 -1.725 -4.489
H -5.538 -0.112 -3.982
H 2.157 -3.417 0.823
H -5.690 -1.470 -2.845
H 5.803 -1.507 4.661
H -2.010 -1.971 2.825
H 5.963 -1.557 2.872
H -2.038 0.442 2.951

No. 2
C4H10S | wB97M-V/def2-TZVPD

As for the net charge: 0. The value obtained for the energy above the lowest of the compared OMol25 structures with the same formula, charge and spin is 49.4 kcal/mol. For the total energy, the calculation gives -15143.2241 eV. The calculation puts the LUMO energy at 1.02 eV. As for the gap between HOMO and LUMO: 9.422 eV.

Cartesian coordinates (Å):
S 0.156 -0.164 1.222
C -0.381 0.503 -0.551
C 0.065 -1.846 0.665
C -0.652 1.953 -0.677
C 0.659 -0.079 -1.574
H -1.351 2.303 0.142
H 0.384 -1.200 -1.685
H 1.826 -0.033 -1.311
H -0.954 2.092 -1.722
H 0.248 2.566 -0.533
H 0.714 0.449 -2.525
H -0.076 -2.695 1.692
H -1.384 -0.140 -0.579
H -0.864 -1.898 -0.020
H 0.823 -2.002 -0.191

No. 3
C2H5NS2 | wB97M-V/def2-TZVPD

As for the net charge: 0. The value obtained for the energy above the lowest of the compared OMol25 structures with the same formula, charge and spin is 115.5 kcal/mol. For the total energy, the calculation gives -25310.8175 eV. The calculation puts the LUMO energy (spin up / spin down) at -0.52 / -0.55 eV. As for the gap between HOMO and LUMO (spin up / spin down): 7.215 / 7.398 eV.

Cartesian coordinates (Å):
S 1.793 -1.330 -0.345
S 2.675 0.470 0.408
N 0.468 -0.326 -0.569
C -1.934 -0.744 0.064
C 0.997 0.948 0.018
H -1.828 -0.828 -1.018
H -1.881 0.246 0.485
H 1.006 1.692 -0.740
H 0.506 1.421 0.938
H -1.802 -1.549 0.760